Here is 7 unconnected molecules or ions with the total composition C24H40FO16S2 at a distorted geometry from the OMol25 dataset. Energies are from ωB97M-V with the def2-TZVPD basis set.

Bonds (Å) are listed after each position.
Positions of all 83 atoms, in Å:
1 F 20.929 15.853 14.836  no bonds
2 C 24.097 17.754 16.730  C3 1.519, H9 1.286, H10 1.130, H11 1.187
3 C 24.007 16.498 15.880  C2 1.519, C4 1.605, O8 1.414, H12 1.238
4 C 23.861 16.913 14.336  C3 1.605, O5 1.314, H13 1.032, H14 1.009
5 O 25.079 16.808 13.854  C4 1.314, C6 1.260
6 C 25.825 16.114 14.595  O5 1.260, O7 1.261, O8 1.368
7 O 26.997 15.755 14.298  C6 1.261
8 O 25.252 15.832 15.805  C3 1.414, C6 1.368
9 H 22.962 18.358 16.689  C2 1.286
10 H 25.070 18.328 16.756  C2 1.130
11 H 24.208 17.474 17.878  C2 1.187
12 H 23.128 15.696 16.220  C3 1.238
13 H 23.302 17.760 14.149  C4 1.032
14 H 23.299 16.134 14.026  C4 1.009
15 C 22.182 11.453 13.435  C16 1.488, H22 1.119, H23 1.033, H24 1.109
16 C 22.854 12.689 13.920  C15 1.488, C17 1.515, O21 1.354, H25 1.162
17 C 23.907 12.569 15.003  C16 1.515, O18 1.376, H26 1.164, H27 1.034
18 O 24.969 12.465 14.135  C17 1.376, C19 1.295
19 C 24.827 12.939 12.938  O18 1.295, O20 1.242, O21 1.371
20 O 25.632 13.114 12.008  C19 1.242
21 O 23.491 13.236 12.858  C16 1.354, C19 1.371
22 H 21.709 10.992 14.338  C15 1.119
23 H 22.908 10.826 13.053  C15 1.033
24 H 21.312 11.785 12.832  C15 1.109
25 H 21.923 13.297 14.256  C16 1.162
26 H 23.692 11.716 15.765  C17 1.164
27 H 23.913 13.516 15.418  C17 1.034
28 C 17.273 15.488 14.476  C29 1.478, H35 1.058, H36 1.012, H37 1.218
29 C 18.110 14.992 13.364  C28 1.478, C30 1.517, O34 1.432, H38 1.264
30 C 18.870 13.701 13.603  C29 1.517, O31 1.413, H39 1.067, H40 0.959
31 O 18.469 12.898 12.512  C30 1.413, C32 1.309
32 C 17.663 13.557 11.719  O31 1.309, O33 1.290, O34 1.265
33 O 17.066 13.074 10.682  C32 1.290
34 O 17.427 14.729 12.133  C29 1.432, C32 1.265
35 H 16.769 16.407 14.329  C28 1.058
36 H 17.938 15.734 15.198  C28 1.012
37 H 16.343 14.792 14.842  C28 1.218
38 H 18.981 15.883 13.150  C29 1.264
39 H 18.791 13.171 14.526  C30 1.067
40 H 19.793 13.919 13.459  C30 0.959
41 C 18.629 19.415 16.963  C42 1.622, H48 1.181, H49 1.170, H50 1.136
42 C 20.215 19.119 16.794  C41 1.622, C43 1.550, O47 1.450, H51 1.260
43 C 20.812 19.047 15.365  C42 1.550, O44 1.448, H52 1.101, H53 1.082
44 O 21.744 20.151 15.273  C43 1.448, C45 1.301
45 C 21.678 20.764 16.419  O44 1.301, O46 1.306, O47 1.283
46 O 22.409 21.839 16.548  C45 1.306
47 O 20.904 20.281 17.321  C42 1.450, C45 1.283
48 H 18.207 18.494 16.356  C41 1.181
49 H 18.449 20.268 16.183  C41 1.170
50 H 18.256 19.442 18.036  C41 1.136
51 H 20.435 18.070 17.457  C42 1.260
52 H 20.150 18.952 14.491  C43 1.101
53 H 21.526 18.292 15.063  C43 1.082
54 C 18.939 13.760 19.121  C55 1.573, C60 1.561, H61 1.099, H62 1.192
55 C 19.635 13.093 20.364  C54 1.573, C56 1.587, H63 1.187, H64 0.998
56 C 21.034 13.813 20.573  C55 1.587, S57 1.785, H65 1.170, H66 1.057
57 S 21.541 13.999 18.872  C56 1.785, O58 1.470, O59 1.374, C60 1.777
58 O 21.835 12.650 18.368  S57 1.470
59 O 22.509 14.962 18.715  S57 1.374
60 C 19.969 14.598 18.300  C54 1.561, S57 1.777, H67 0.996, H68 1.116
61 H 18.107 14.402 19.441  C54 1.099
62 H 18.432 12.731 18.798  C54 1.192
63 H 19.711 11.912 20.458  C55 1.187
64 H 19.250 13.387 21.236  C55 0.998
65 H 22.047 13.338 20.915  C56 1.170
66 H 21.055 14.782 20.995  C56 1.057
67 H 20.081 14.724 17.318  C60 0.996
68 H 20.043 15.635 18.707  C60 1.116
69 C 21.441 16.118 11.324  C70 1.542, C75 1.550, H76 1.044, H77 1.090
70 C 22.632 16.942 10.796  C69 1.542, C71 1.483, H78 1.134, H79 1.162
71 C 22.763 16.669 9.344  C70 1.483, S72 1.741, H80 1.162, H81 1.072
72 S 21.983 15.135 9.082  C71 1.741, O73 1.427, O74 1.485, C75 1.779
73 O 23.005 14.261 8.605  S72 1.427
74 O 20.810 15.250 8.179  S72 1.485
75 C 21.528 14.684 10.742  C69 1.550, S72 1.779, H82 1.066, H83 1.043
76 H 20.481 16.349 10.985  C69 1.044
77 H 21.591 15.884 12.378  C69 1.090
78 H 23.625 16.511 11.133  C70 1.134
79 H 22.684 18.055 11.125  C70 1.162
80 H 23.815 16.622 8.853  C71 1.162
81 H 22.202 17.333 8.716  C71 1.072
82 H 22.383 14.114 11.025  C75 1.066
83 H 20.580 14.276 10.892  C75 1.043

ΔE to the lowest compared entry with this formula, charge and spin (kJ/mol): 124.8
Spin multiplicity: 1
HOMO (eV): -7.129
E_tot (eV): -82677.3556
Total charge: -1
Gap between HOMO and LUMO (eV): 8.690